# 1
{"formula": "C24H30N5O10P3TeTi", "method": "ωB97M-V with the def2-TZVPD basis set", "symbols": ["Ti", "C", "C", "C", "C", "C", "N", "C", "C", "C", "C", "C", "C", "C", "N", "C", "C", "C", "N", "C", "C", "N", "C", "C", "C", "N", "H", "H", "H", "H", "H", "H", "H", "H", "H", "H", "H", "H", "H", "H", "H", "H", "H", "H", "O", "P", "O", "O", "O", "P", "O", "O", "O", "H", "H", "C", "C", "O", "P", "O", "Te", "O", "C", "C", "H", "H", "H", "H", "H", "H", "H", "H", "H", "H"], "coordinates": [[-0.14550, 0.44429, 0.28777], [-3.24477, -3.78214, -4.98709], [-2.44798, -2.77995, -4.19585], [-1.31995, -2.15334, -4.71657], [-0.55987, -1.27782, -3.96667], [-0.87888, -0.92630, -2.63031], [-0.14266, -0.07223, -1.87573], [0.91446, 0.58164, -2.52220], [0.70389, 1.54512, -3.51150], [1.74724, 2.24673, -4.08713], [3.06161, 2.03332, -3.68124], [4.19471, 2.86053, -4.22487], [3.28555, 1.08810, -2.69295], [2.23886, 0.36123, -2.13872], [2.53839, -0.58204, -1.11937], [3.65210, -1.33700, -0.99393], [3.61527, -1.92803, 0.24417], [2.42932, -1.45864, 0.83613], [1.78770, -0.66366, -0.00164], [-2.02894, -1.57744, -2.12224], [-2.76258, -2.47919, -2.87834], [-2.47732, -1.33053, -0.79452], [-3.75521, -1.29456, -0.38428], [-3.75720, -1.27113, 0.99076], [-2.40660, -1.27885, 1.34017], [-1.62635, -1.31813, 0.26267], [-3.24665, -3.53187, -6.05005], [-2.83998, -4.79456, -4.89185], [-4.28365, -3.81509, -4.65326], [-1.01268, -2.36375, -5.73702], [0.31558, -0.83706, -4.42240], [-0.31900, 1.73557, -3.81759], [1.53511, 2.99940, -4.83848], [3.93490, 3.29283, -5.19220], [4.43399, 3.68323, -3.54732], [5.10004, 2.26412, -4.35101], [4.28582, 0.93815, -2.30316], [4.37045, -1.38482, -1.79446], [4.34986, -2.57196, 0.69313], [2.03698, -1.61345, 1.83309], [-3.60405, -2.97303, -2.40414], [-4.55743, -1.26682, -1.10126], [-4.60522, -1.18772, 1.64652], [-1.94869, -1.18255, 2.30737], [-1.98842, 2.35056, 2.64490], [-2.14201, 2.72169, 1.10002], [-3.42369, 3.35032, 0.75491], [-1.79331, 1.45366, 0.27158], [-0.88181, 3.70697, 0.92626], [0.66206, 3.59962, 0.34585], [0.42424, 4.18416, -1.18787], [0.71545, 2.16945, 3.01178], [0.74524, 2.04844, -0.00281], [-0.99391, 2.28140, 2.78792], [-0.00415, 3.51806, -1.74379], [-0.77609, 1.69228, 6.87305], [0.08772, 1.98957, 5.65942], [0.29153, 0.76625, 4.97026], [1.11312, 0.78504, 3.51438], [0.07133, 0.18648, 1.95580], [3.49406, 0.83566, 3.86914], [1.15114, -0.96946, 3.69892], [0.01640, -1.67750, 4.11367], [-0.03890, -3.01011, 3.38242], [-0.94231, 2.59739, 7.46207], [-0.30137, 0.94234, 7.51077], [-1.74478, 1.30424, 6.55221], [1.06121, 2.39484, 5.95805], [-0.38703, 2.72940, 5.02005], [-0.89951, -1.10292, 3.94781], [0.05656, -1.84750, 5.19905], [-0.14228, -2.85685, 2.30582], [-0.87873, -3.62125, 3.72871], [0.88754, -3.56284, 3.55722]], "atomic_forces_ev_per_a": [[0.033, 0.146, 0.738], [-0.007, -0.010, -0.016], [0.022, 0.024, 0.018], [-0.012, 0.006, 0.042], [0.008, -0.036, -0.076], [0.108, 0.004, 0.005], [-0.122, -0.155, -0.116], [0.018, 0.080, 0.010], [-0.075, -0.031, -0.033], [0.025, -0.012, 0.011], [-0.052, -0.012, 0.007], [0.015, 0.010, -0.017], [-0.003, -0.030, 0.028], [0.107, 0.010, 0.044], [-0.022, 0.020, -0.058], [0.008, -0.026, 0.026], [-0.012, 0.038, -0.010], [0.016, -0.003, 0.004], [-0.070, 0.124, 0.011], [-0.013, -0.009, 0.012], [-0.006, -0.006, 0.012], [0.067, -0.047, 0.018], [-0.009, 0.016, -0.030], [-0.006, -0.006, 0.035], [0.033, 0.012, -0.026], [-0.170, 0.064, -0.171], [0.000, -0.002, 0.000], [0.001, 0.000, -0.001], [0.000, 0.001, 0.002], [-0.009, -0.007, -0.002], [-0.001, 0.012, 0.023], [0.006, -0.005, 0.014], [-0.002, 0.005, -0.002], [0.001, 0.000, 0.000], [-0.006, 0.004, 0.003], [0.000, -0.002, 0.002], [0.005, 0.009, -0.006], [0.007, -0.016, 0.014], [0.015, -0.004, -0.028], [-0.004, 0.015, -0.031], [-0.002, -0.002, -0.001], [-0.007, -0.003, 0.009], [-0.002, 0.000, -0.006], [0.008, 0.019, 0.036], [-0.022, 0.108, -0.658], [0.350, -0.100, 0.499], [-0.114, 0.037, 0.063], [-0.115, -0.026, -0.081], [-0.278, 0.245, -0.294], [0.028, 0.040, 0.117], [0.076, 0.034, -0.118], [-0.142, 0.165, 0.126], [0.351, -0.215, -0.208], [0.163, -0.155, 0.498], [-0.053, -0.005, 0.039], [0.057, -0.074, -0.059], [0.046, -0.129, 0.070], [-0.095, 0.213, -0.091], [-0.162, -0.300, 0.868], [-0.211, -0.435, -0.815], [0.369, 0.122, -0.221], [-0.039, 0.273, -0.069], [-0.081, -0.100, 0.003], [0.033, 0.007, -0.026], [0.006, 0.032, -0.008], [0.002, 0.025, -0.020], [-0.014, 0.001, 0.013], [0.015, -0.006, 0.017], [-0.074, 0.021, -0.100], [-0.030, -0.002, -0.053], [0.059, 0.015, -0.008], [-0.001, 0.011, 0.010], [-0.005, 0.012, 0.008], [-0.012, -0.010, 0.003]], "charge": -2, "orbital_gap_ev": 4.58, "de_lowest_kcal_mol": 0.00}

=====

# 2
{"formula": "C24H30O2P2RuS3", "method": "ωB97M-V with the def2-TZVPD basis set", "symbols": ["Ru", "C", "C", "C", "C", "C", "C", "P", "C", "C", "C", "C", "C", "C", "C", "C", "C", "C", "C", "C", "H", "H", "H", "H", "H", "H", "H", "H", "H", "H", "H", "H", "H", "H", "C", "C", "O", "P", "S", "S", "O", "C", "C", "H", "H", "H", "H", "H", "H", "H", "H", "H", "H", "C", "S", "C", "H", "H", "H", "H", "H", "H"], "coordinates": [[0.47077, 0.01152, 0.45289], [-6.36461, 0.61860, -0.91087], [-5.87100, -0.61905, -1.30293], [-4.53226, -0.93840, -1.10258], [-3.67476, -0.00714, -0.52843], [-4.17431, 1.23942, -0.14062], [-5.51613, 1.54663, -0.31890], [-1.93008, -0.33270, -0.15951], [-1.45880, -1.79645, -1.15906], [-1.80528, -1.88284, -2.50837], [-1.30655, -2.90447, -3.30395], [-0.42597, -3.84046, -2.77106], [-0.05332, -3.74431, -1.43975], [-0.57124, -2.73222, -0.63640], [-1.91276, -0.94599, 1.53859], [-2.92884, -1.50387, 2.30522], [-2.61338, -1.94363, 3.58806], [-1.30682, -1.82443, 4.06115], [-0.30482, -1.24842, 3.28139], [-0.60788, -0.77767, 2.00768], [-7.41082, 0.85721, -1.06183], [-6.52973, -1.34497, -1.76524], [-4.16577, -1.92032, -1.38138], [-3.50648, 1.96505, 0.31071], [-5.89733, 2.50949, -0.00088], [-2.46587, -1.14017, -2.94448], [-1.60094, -2.96655, -4.34518], [-0.03665, -4.63874, -3.39215], [0.64260, -4.45771, -1.01631], [-0.29753, -2.69854, 0.40599], [-3.93975, -1.59467, 1.91700], [-3.38128, -2.38232, 4.21560], [-1.07059, -2.17451, 5.06136], [0.70265, -1.16258, 3.67016], [2.85644, 4.09497, 4.08906], [3.57752, 3.51723, 2.89622], [3.21311, 2.12042, 2.78055], [2.78478, 1.50961, 1.37182], [2.71837, -0.46033, 1.51027], [1.08262, 2.37266, 0.77351], [4.00966, 2.02061, 0.47185], [4.56272, 1.34841, -0.67448], [5.99390, 0.96189, -0.37833], [3.21615, 5.10766, 4.28824], [3.03313, 3.47805, 4.97221], [1.78143, 4.13011, 3.90211], [4.65887, 3.55831, 3.01400], [3.31223, 4.05042, 1.98366], [4.50022, 2.04335, -1.51061], [3.96935, 0.47093, -0.90956], [6.58343, 1.83679, -0.09875], [6.44419, 0.50028, -1.26218], [6.02300, 0.24455, 0.44410], [2.12202, -0.86369, -3.35983], [1.43060, 0.06826, -1.98886], [0.45017, 1.27925, -2.89596], [2.87618, -0.26674, -3.87127], [1.32242, -1.15034, -4.04312], [2.58369, -1.76092, -2.94718], [-0.12593, 0.78128, -3.67859], [1.08667, 2.04970, -3.32869], [-0.22140, 1.73250, -2.17610]], "atomic_forces_ev_per_a": [[-0.279, -0.785, 0.197], [0.042, -0.036, 0.003], [0.027, 0.002, 0.022], [-0.144, -0.091, 0.019], [0.008, 0.500, -0.089], [-0.082, -0.055, -0.075], [0.063, -0.059, -0.001], [0.978, -0.504, 0.447], [-0.358, 0.111, -0.133], [0.092, 0.011, -0.141], [0.028, 0.072, 0.024], [-0.004, 0.018, -0.007], [0.010, 0.078, -0.015], [-0.017, -0.191, -0.135], [-0.433, -0.077, 0.224], [0.081, -0.160, 0.079], [-0.018, 0.037, -0.099], [0.028, 0.034, -0.072], [-0.059, -0.050, 0.222], [0.378, 0.783, -0.476], [0.050, -0.006, -0.001], [0.018, 0.024, 0.050], [-0.035, 0.097, 0.000], [-0.011, -0.003, -0.012], [0.022, -0.032, -0.025], [0.012, -0.062, 0.010], [0.007, -0.002, 0.026], [-0.012, 0.043, 0.026], [-0.034, -0.010, 0.014], [0.048, 0.010, 0.239], [0.070, 0.011, 0.026], [0.049, 0.040, -0.020], [-0.010, -0.003, -0.072], [-0.021, 0.045, 0.031], [-0.044, 0.021, 0.057], [-0.177, -0.142, 0.050], [0.133, -0.057, -0.054], [0.627, 0.571, 0.252], [-0.722, 0.145, -0.326], [-0.329, -0.698, -0.026], [0.046, -0.034, -0.012], [0.080, 0.027, 0.160], [0.012, -0.017, 0.022], [-0.044, -0.053, -0.004], [0.016, 0.062, -0.041], [0.069, -0.007, 0.021], [0.053, -0.027, -0.009], [-0.015, 0.015, -0.060], [-0.050, 0.055, -0.022], [-0.102, -0.071, 0.009], [-0.015, -0.036, -0.032], [-0.019, 0.043, 0.077], [0.018, 0.025, -0.045], [0.053, -0.179, 0.136], [-0.161, 0.662, -0.249], [0.161, -0.136, -0.154], [-0.022, -0.050, -0.063], [0.068, -0.044, 0.010], [-0.010, 0.032, -0.064], [-0.014, 0.039, 0.052], [-0.024, -0.010, -0.050], [-0.082, 0.075, 0.081]], "charge": 0, "orbital_gap_ev": [7.08, 7.06]}

=====

# 3
{"formula": "C24H31BrIN6O6Se2Ti", "method": "ωB97M-V with the def2-TZVPD basis set", "symbols": ["Ti", "Br", "C", "C", "C", "C", "C", "N", "C", "O", "O", "H", "H", "H", "O", "C", "C", "C", "O", "C", "Se", "C", "Se", "H", "H", "H", "H", "H", "H", "H", "H", "H", "H", "C", "C", "C", "C", "N", "C", "C", "H", "H", "H", "H", "H", "H", "H", "N", "C", "O", "C", "I", "H", "H", "H", "H", "C", "N", "C", "C", "C", "N", "C", "O", "N", "H", "H", "H", "H", "H", "H", "H"], "coordinates": [[0.48019, -0.15516, 0.19273], [-4.43215, -2.20464, 1.17460], [-3.50333, -2.97797, -0.30375], [-4.15073, -3.95544, -1.04582], [-3.44239, -4.51025, -2.09872], [-2.15553, -4.06656, -2.35806], [-1.62463, -3.07014, -1.55271], [-2.29318, -2.54043, -0.52712], [-0.22074, -2.55831, -1.82944], [0.47065, -3.13537, -2.64850], [0.12381, -1.54437, -1.12725], [-5.15787, -4.25863, -0.80195], [-3.89280, -5.28364, -2.70809], [-1.55077, -4.46093, -3.16093], [-2.26687, 5.57009, -1.73758], [-1.61705, 5.23454, -0.51004], [-0.83739, 3.91894, -0.64142], [0.46549, 4.14474, -1.41030], [0.32728, 4.78782, -2.67177], [-0.50124, 3.49876, 0.78914], [0.86599, 2.13220, 1.10346], [-1.76487, 2.90605, -1.31382], [-1.39277, 0.96731, -1.26385], [-2.37144, 6.52314, -1.77704], [-2.37349, 5.11653, 0.27634], [-0.92701, 6.02843, -0.20461], [0.97323, 3.18559, -1.51319], [1.12213, 4.78556, -0.81412], [-0.52894, 4.55154, -3.04216], [-1.41497, 3.19595, 1.30299], [-0.10258, 4.36166, 1.32921], [-1.86440, 3.12516, -2.37694], [-2.76720, 3.02722, -0.89827], [5.38101, 0.80383, -4.14679], [4.25487, 0.60113, -3.17495], [4.39547, -0.19480, -2.04808], [3.33422, -0.33693, -1.17189], [2.16015, 0.26449, -1.35713], [2.00437, 1.00420, -2.45750], [3.01727, 1.20339, -3.37335], [6.26151, 0.23233, -3.85728], [5.65796, 1.85813, -4.19749], [5.08460, 0.49462, -5.15017], [5.32644, -0.70620, -1.84111], [3.42060, -0.94223, -0.28132], [1.01628, 1.41845, -2.60416], [2.83245, 1.82833, -4.23792], [3.46270, -1.33951, 2.69127], [2.33084, -0.50993, 2.59138], [1.81431, -0.52504, 1.34033], [1.79227, 0.15718, 3.60750], [0.22531, -2.62567, 6.25232], [3.41785, -2.07860, 2.00427], [3.53232, -1.73569, 3.61876], [0.91350, 0.76338, 3.46963], [2.24406, 0.10541, 4.58535], [-0.77840, -4.35199, 3.15519], [-1.22993, -2.98993, 2.90243], [-2.20127, -2.41366, 3.63351], [-2.60801, -1.14745, 3.38333], [-1.94734, -0.43354, 2.35451], [-0.92270, -0.96311, 1.68585], [-0.53565, -2.26838, 1.93834], [0.36421, -2.79591, 1.31131], [-2.33646, 0.81410, 2.03707], [-1.30800, -4.73017, 4.02453], [0.28439, -4.33778, 3.37984], [-0.96937, -4.96786, 2.27642], [-2.64858, -3.02675, 4.40140], [-3.40656, -0.69453, 3.94834], [-3.23882, 1.10347, 2.37293], [-2.07224, 1.12381, 1.10231]], "atomic_forces_ev_per_a": [[-0.217, 0.190, -0.657], [-0.369, -0.201, -0.480], [-0.088, -0.060, -0.068], [0.027, -0.026, -0.053], [-0.014, -0.012, 0.037], [0.002, 0.052, 0.010], [-0.019, -0.058, -0.045], [-0.104, -0.002, -0.089], [0.027, -0.311, 0.119], [-0.070, 0.128, -0.023], [0.166, 0.651, 0.389], [0.003, -0.007, -0.001], [-0.008, 0.006, -0.003], [0.004, -0.004, -0.004], [-0.031, -0.008, -0.002], [0.004, -0.003, -0.003], [0.031, -0.027, -0.036], [0.025, -0.006, 0.059], [0.035, -0.080, -0.055], [-0.010, 0.007, -0.037], [-0.098, 0.021, -0.033], [-0.036, -0.051, 0.039], [0.131, -0.163, -0.006], [0.019, 0.005, -0.009], [0.019, 0.009, 0.012], [0.002, 0.007, -0.038], [0.012, -0.004, -0.044], [-0.014, -0.012, 0.032], [-0.055, 0.080, 0.045], [0.009, -0.012, 0.009], [-0.021, 0.006, 0.004], [-0.013, 0.001, 0.006], [0.008, 0.000, 0.028], [0.004, 0.002, -0.005], [0.007, -0.002, -0.006], [-0.008, 0.001, -0.009], [0.051, 0.070, 0.027], [-0.104, -0.114, 0.183], [-0.041, -0.081, -0.060], [-0.011, 0.000, 0.010], [-0.001, -0.001, 0.000], [-0.001, -0.001, 0.001], [-0.002, -0.001, 0.002], [-0.001, 0.000, 0.002], [0.027, 0.014, 0.019], [0.005, 0.029, -0.003], [-0.001, -0.008, -0.003], [0.061, 0.149, -0.142], [-0.139, -0.421, 0.153], [0.153, 0.198, 0.008], [0.030, 0.150, -0.003], [-0.042, -0.039, 0.009], [-0.088, -0.105, 0.048], [0.025, -0.007, 0.009], [0.028, -0.033, 0.026], [-0.050, -0.130, 0.065], [-0.003, 0.023, 0.029], [-0.074, 0.105, -0.070], [0.160, 0.228, 0.155], [0.380, 0.060, 0.278], [0.137, 0.017, 0.170], [0.213, -0.059, -0.010], [-0.116, -0.042, -0.089], [0.005, -0.124, 0.072], [-0.063, -0.011, -0.078], [0.006, 0.008, 0.001], [-0.003, -0.019, 0.009], [0.029, -0.002, -0.014], [0.056, 0.008, 0.035], [0.012, 0.021, 0.029], [0.011, 0.008, 0.017], [-0.011, -0.005, 0.032]], "charge": -1, "orbital_gap_ev": [6.15, 6.15], "de_lowest_kcal_mol": 21.56}